One molecule with the formula C3H2ClNOS in a non-equilibrium geometry. Source: OMol25; level of theory: ωB97M-V/def2-TZVPD.

- Spin multiplicity: 1
- Net charge: 0
- Orbital gap: 8.672 eV
- Relative energy (zero: lowest compared OMol25 entry of this formula, charge and spin): 144.3 kJ/mol

Each atom is followed by the atoms it is bonded to, with distances in Å.
Positions of all 9 atoms, in Å:
1 C 1.0387 -0.0606 -0.0163  C2 1.341, N6 1.382, Cl9 1.706
2 C -0.0210 -0.8819 -0.0097  C1 1.341, C3 1.440, H4 1.107
3 C -1.1916 -0.0441 0.0029  C2 1.440, O7 1.368, S8 1.631
4 H -0.0144 -1.9887 -0.0101  C2 1.107
5 H 1.0166 1.9274 0.5544  N6 1.019
6 N 0.6377 1.2587 -0.1143  C1 1.382, H5 1.019, O7 1.392
7 O -0.7497 1.2510 0.0012  C3 1.368, N6 1.392
8 S -2.7850 -0.3943 0.0110  C3 1.631
9 Cl 2.7138 -0.3841 0.0123  C1 1.706

Population analysis type Mulliken, resulting atomic charges in e:
1. C 0.293
2. C -0.335
3. C 0.231
4. H 0.352
5. H 0.266
6. N -0.115
7. O -0.226
8. S -0.327
9. Cl -0.140